The following is a quantum chemistry calculation of C12H20BBr33N4O3P as an isolated structure at a distorted geometry, from the Open Molecules 2025 dataset.

Values from the calculation:
Electronic energy   -86222.34034 a.u.
2S+1   1
M   2946.935 g mol⁻¹
Net charge   +1
LUMO   -4.51 eV

Positions of all 74 atoms, in Å:
Br  4.527  11.060  -2.516
Br  5.084  6.490  -0.829
Br  -0.082  2.550  5.355
Br  3.685  1.922  10.161
Br  -13.727  -4.037  1.408
Br  -3.002  1.780  6.432
Br  4.251  8.200  -3.939
Br  -2.500  2.151  3.284
Br  -10.836  -5.379  1.770
Br  1.085  0.967  8.543
Br  -5.015  -0.518  -4.629
Br  -7.958  -2.839  -6.277
Br  -1.143  -2.408  6.935
Br  -2.963  -2.976  -4.522
Br  2.312  3.886  8.028
Br  5.392  3.315  -1.161
Br  3.959  3.154  1.885
Br  7.984  5.190  -1.278
Br  2.059  9.141  -1.795
Br  -4.247  -2.186  6.157
Br  -9.292  -5.551  6.184
Br  -2.018  -0.051  -3.587
Br  -11.502  -2.589  3.209
Br  -7.945  -3.721  3.920
Br  8.845  1.353  -1.841
Br  1.165  1.581  1.899
Br  8.209  -1.704  -1.095
Br  3.521  0.638  -0.068
Br  -5.533  -4.931  -6.451
Br  -8.448  -2.529  6.855
Br  11.077  -0.906  -2.291
Br  -2.003  -1.986  3.873
Br  -6.715  -4.077  -3.591
P  2.990  1.723  -3.535
O  1.053  -3.137  -2.757
O  0.367  -1.977  -4.772
O  4.060  2.449  -4.324
N  5.518  -1.181  -3.406
N  2.869  -2.280  -4.416
N  2.617  0.107  -4.245
N  4.251  -0.859  -2.837
C  2.028  2.470  9.320
C  -12.209  -4.282  2.586
C  3.079  1.448  1.645
C  3.218  -0.997  -3.855
C  -1.732  1.611  4.981
C  -2.487  -2.756  5.585
C  -3.500  -1.301  -3.718
C  -7.107  -4.377  -5.465
C  6.089  5.055  -1.651
C  3.306  9.705  -3.167
C  9.184  -0.504  -2.269
C  -8.048  -4.113  5.814
B  1.427  -2.494  -3.962
H  3.333  1.439  -2.169
H  1.897  0.116  -4.983
H  -12.567  -4.818  3.460
H  8.812  -0.672  -3.275
H  -7.817  -5.196  -5.513
H  1.712  2.393  -3.538
H  3.458  0.784  2.416
H  -3.817  -1.522  -2.703
H  -0.026  -1.241  -4.245
H  5.444  -1.954  -4.081
H  3.398  -3.013  -3.921
H  1.393  2.875  10.101
H  -1.485  0.557  4.896
H  2.722  10.157  -3.963
H  4.040  -1.440  -2.014
H  1.834  -3.081  -2.174
H  6.184  -1.471  -2.682
H  -2.530  -3.832  5.448
H  -7.064  -4.456  6.122
H  5.968  5.157  -2.726


The following is a quantum chemistry calculation of C12H20Cl2LaN2Se as an isolated structure at a distorted geometry, from the Open Molecules 2025 dataset.

Values from the calculation:
Electronic energy   -3932.08560 a.u.
2S+1   1
M   481.078 g mol⁻¹
Net charge   -1
Relative energy (zero: lowest compared OMol25 entry of this formula, charge and spin)   43.9 kcal/mol
LUMO   2.67 eV

Positions of all 38 atoms, in Å:
La  -0.116  -1.843  -0.373
Se  -0.537  -0.177  2.067
Cl  -2.347  -3.050  -0.883
Cl  1.159  -0.811  -2.387
N  -0.005  -3.243  2.376
N  -2.107  -2.709  2.511
C  0.587  3.564  -1.701
C  -0.894  -2.206  2.216
C  2.115  3.488  -1.574
C  -1.543  0.677  0.749
C  -3.302  -1.885  2.660
C  1.645  2.225  0.548
C  -0.720  -4.419  2.612
C  2.560  2.348  -0.642
C  0.545  2.996  0.739
C  -0.049  3.849  -0.341
C  1.468  -3.145  2.438
C  -2.023  -4.083  2.680
H  3.592  2.530  -0.289
H  1.791  -2.125  2.699
H  -0.212  -5.369  2.714
H  -1.672  1.756  0.804
H  0.074  3.088  1.712
H  -3.192  -1.179  3.493
H  0.217  2.608  -2.089
H  -2.907  -4.687  2.844
H  0.304  4.356  -2.401
H  1.969  1.494  1.310
H  -4.161  -2.546  2.858
H  1.857  -3.837  3.207
H  2.469  4.440  -1.151
H  -2.131  0.038  0.057
H  2.571  3.384  -2.563
H  2.604  1.404  -1.197
H  -3.485  -1.322  1.737
H  -1.147  3.750  -0.417
H  0.125  4.897  -0.071
H  1.908  -3.433  1.461


The following is a quantum chemistry calculation of C12H20ClI2OP2Sn as an isolated structure at a distorted geometry, from the Open Molecules 2025 dataset.

Values from the calculation:
Electronic energy   -2495.99844 a.u.
2S+1   1
M   650.211 g mol⁻¹
Net charge   +3
Relative energy (zero: lowest compared OMol25 entry of this formula, charge and spin)   0.0 kcal/mol
LUMO (spin up / spin down)   -12.72 / -13.81 eV

Positions of all 39 atoms, in Å:
I  -4.711  2.725  -3.440
I  -2.470  3.768  -4.606
Sn  -0.886  -1.115  -0.040
Cl  1.467  -1.798  0.243
P  -0.374  -2.306  -2.510
P  0.070  1.074  1.076
O  -1.675  1.197  -2.665
C  0.348  1.971  5.088
C  -1.302  -1.927  -4.024
C  1.741  0.426  3.218
C  -1.226  2.330  0.945
C  -1.124  0.525  -1.920
C  2.212  0.528  4.531
C  -0.130  1.892  3.781
C  1.287  -2.656  -3.182
C  1.509  1.298  5.481
C  1.519  1.839  0.273
C  -0.955  -4.002  -2.157
C  0.570  1.118  2.833
H  1.203  -3.509  -3.868
H  3.117  -0.017  4.834
H  -0.754  -4.611  -3.047
H  -2.352  -1.739  -3.767
H  -2.034  -3.986  -1.953
H  2.347  1.127  0.306
H  -2.060  2.051  1.596
H  1.789  2.769  0.795
H  -0.420  -4.406  -1.289
H  -0.856  3.304  1.290
H  -0.867  -1.041  -4.504
H  -1.231  -2.792  -4.697
H  1.983  -2.885  -2.367
H  1.878  1.377  6.514
H  1.284  2.057  -0.773
H  2.293  -0.210  2.504
H  -1.579  2.398  -0.091
H  -0.213  2.568  5.813
H  -1.038  2.437  3.511
H  1.641  -1.776  -3.733


The following is a quantum chemistry calculation of C12H20IN6O5PS as an isolated structure at a distorted geometry, from the Open Molecules 2025 dataset.

Values from the calculation:
Electronic energy   -2210.96769 a.u.
2S+1   1
M   518.274 g mol⁻¹
Net charge   0
LUMO   -0.08 eV

Positions of all 46 atoms, in Å:
I  -0.064  5.110  0.071
S  -1.920  0.009  -0.561
P  -0.100  2.822  -0.849
O  -2.681  0.705  0.783
O  -2.438  0.680  -1.795
O  -0.268  0.253  -0.236
O  1.499  2.601  -1.499
O  -2.258  -1.452  -0.641
N  -3.003  -2.901  5.917
N  1.497  1.571  -6.803
N  1.719  5.597  -3.417
N  1.766  -5.236  3.030
N  -0.433  -1.119  0.886
N  0.816  1.309  1.510
C  -1.752  1.792  1.109
C  -4.179  -4.160  3.873
C  -0.271  2.811  -5.226
C  1.948  -5.194  1.869
C  -3.520  -3.454  5.019
C  -0.119  -2.722  3.020
C  2.774  5.253  -3.032
C  -0.278  1.514  0.520
C  4.119  4.815  -2.541
C  -0.294  -1.828  1.830
C  2.179  -5.141  0.389
C  0.720  2.116  -6.110
H  -3.421  -4.545  3.188
H  1.580  -4.341  -0.051
H  -1.258  2.795  -5.690
H  4.859  4.927  -3.335
H  0.076  -2.122  3.912
H  -1.024  -3.311  3.179
H  -4.779  -4.993  4.244
H  4.418  5.423  -1.686
H  3.234  -4.950  0.185
H  1.162  0.353  1.349
H  -4.827  -3.468  3.333
H  1.894  -6.091  -0.065
H  -0.323  2.308  -4.259
H  0.722  -3.398  2.857
H  1.408  2.142  -2.377
H  -1.668  1.779  2.248
H  -2.085  2.805  0.680
H  0.033  3.849  -5.071
H  4.079  3.768  -2.236
H  0.462  1.319  2.479


The following is a quantum chemistry calculation of one molecule with the formula C12H20N2O6, from the Open Molecules 2025 dataset.

Values from the calculation:
Electronic energy   -1030.29272 a.u.
2S+1   1
M   288.300 g mol⁻¹
Net charge   0
LUMO   0.51 eV

Positions of all 40 atoms, in Å:
O  2.016  0.349  -0.416
O  1.134  -0.907  3.438
O  -2.365  1.802  1.519
O  0.018  -1.390  1.563
O  3.341  -1.376  -0.928
O  -0.722  -0.232  -3.252
N  -0.218  -1.173  -1.273
N  -0.209  1.388  1.040
C  2.178  -0.728  -0.935
C  4.432  -0.714  -0.298
C  1.453  -2.285  3.594
C  -1.582  2.378  -0.688
C  1.118  -1.517  -1.674
C  -2.459  -0.315  -1.582
C  -2.992  2.162  -1.248
C  -1.452  1.815  0.716
C  0.390  -0.585  2.381
C  -3.093  0.949  -2.172
C  -1.058  -0.536  -2.124
C  0.085  0.897  2.358
H  -3.669  2.037  -0.399
H  -0.818  1.065  2.961
H  0.512  1.283  0.337
H  -2.587  1.161  -3.118
H  -3.035  -1.193  -1.887
H  -1.383  3.449  -0.595
H  -3.315  3.044  -1.802
H  -0.459  -1.312  -0.300
H  1.196  -1.270  -2.742
H  -0.826  1.955  -1.347
H  0.921  1.438  2.812
H  -4.147  0.772  -2.393
H  4.204  -0.522  0.753
H  2.050  -2.357  4.499
H  0.540  -2.876  3.688
H  2.018  -2.644  2.731
H  1.315  -2.585  -1.541
H  5.285  -1.382  -0.389
H  4.635  0.237  -0.794
H  -2.453  -0.283  -0.493


The following is a quantum chemistry calculation of one molecule with the formula C12H20N4O3 at a distorted geometry, from the Open Molecules 2025 dataset.

Values from the calculation:
Electronic energy   -914.01217 a.u.
2S+1   1
M   268.317 g mol⁻¹
Net charge   0
Relative energy (zero: lowest compared OMol25 entry of this formula, charge and spin)   40.5 kcal/mol
LUMO   0.63 eV

Positions of all 39 atoms, in Å:
O  -0.670  -3.353  2.863
O  -0.174  1.908  1.959
O  0.629  -1.738  3.793
N  0.676  3.085  -2.360
N  -0.823  1.459  -2.363
N  0.515  -0.184  1.690
N  -2.770  0.253  1.488
C  -0.022  -2.344  2.726
C  -0.982  2.150  -1.237
C  -0.049  3.189  -1.199
C  1.837  -0.086  -1.047
C  -1.984  1.869  -0.172
C  -0.382  0.812  1.494
C  0.315  -1.952  -1.711
C  0.233  -1.549  1.437
C  1.446  -2.038  0.629
C  0.163  2.028  -2.976
C  1.543  -1.569  -0.889
C  -1.645  0.593  0.610
H  0.109  -3.050  -1.679
H  2.388  -2.165  -1.247
H  1.278  3.891  -2.656
H  -1.428  -0.230  -0.061
H  2.730  0.142  -0.442
H  1.134  0.590  -0.611
H  -2.907  1.749  -0.609
H  -2.043  2.757  0.434
H  -2.587  -0.594  1.978
H  1.966  0.323  -2.041
H  -3.670  0.250  0.960
H  -0.616  -1.480  -1.439
H  0.465  -2.270  4.584
H  -0.681  -1.775  0.863
H  0.663  1.678  -3.882
H  1.020  -0.063  2.540
H  1.409  -3.125  0.691
H  0.031  4.070  -0.526
H  0.509  -1.563  -2.670
H  2.376  -1.667  1.078


Among the records above, which one has the lowest M? C12H20N4O3


Number 5 is which compound? C12H20N2O6


Repeat the second record exactly.
The following is a quantum chemistry calculation of C12H20Cl2LaN2Se as an isolated structure at a distorted geometry, from the Open Molecules 2025 dataset.

Values from the calculation:
Electronic energy   -3932.08560 a.u.
2S+1   1
M   481.078 g mol⁻¹
Net charge   -1
Relative energy (zero: lowest compared OMol25 entry of this formula, charge and spin)   43.9 kcal/mol
LUMO   2.67 eV

Positions of all 38 atoms, in Å:
La  -0.116  -1.843  -0.373
Se  -0.537  -0.177  2.067
Cl  -2.347  -3.050  -0.883
Cl  1.159  -0.811  -2.387
N  -0.005  -3.243  2.376
N  -2.107  -2.709  2.511
C  0.587  3.564  -1.701
C  -0.894  -2.206  2.216
C  2.115  3.488  -1.574
C  -1.543  0.677  0.749
C  -3.302  -1.885  2.660
C  1.645  2.225  0.548
C  -0.720  -4.419  2.612
C  2.560  2.348  -0.642
C  0.545  2.996  0.739
C  -0.049  3.849  -0.341
C  1.468  -3.145  2.438
C  -2.023  -4.083  2.680
H  3.592  2.530  -0.289
H  1.791  -2.125  2.699
H  -0.212  -5.369  2.714
H  -1.672  1.756  0.804
H  0.074  3.088  1.712
H  -3.192  -1.179  3.493
H  0.217  2.608  -2.089
H  -2.907  -4.687  2.844
H  0.304  4.356  -2.401
H  1.969  1.494  1.310
H  -4.161  -2.546  2.858
H  1.857  -3.837  3.207
H  2.469  4.440  -1.151
H  -2.131  0.038  0.057
H  2.571  3.384  -2.563
H  2.604  1.404  -1.197
H  -3.485  -1.322  1.737
H  -1.147  3.750  -0.417
H  0.125  4.897  -0.071
H  1.908  -3.433  1.461


Copy entry 3 word for word.
The following is a quantum chemistry calculation of C12H20ClI2OP2Sn as an isolated structure at a distorted geometry, from the Open Molecules 2025 dataset.

Values from the calculation:
Electronic energy   -2495.99844 a.u.
2S+1   1
M   650.211 g mol⁻¹
Net charge   +3
Relative energy (zero: lowest compared OMol25 entry of this formula, charge and spin)   0.0 kcal/mol
LUMO (spin up / spin down)   -12.72 / -13.81 eV

Positions of all 39 atoms, in Å:
I  -4.711  2.725  -3.440
I  -2.470  3.768  -4.606
Sn  -0.886  -1.115  -0.040
Cl  1.467  -1.798  0.243
P  -0.374  -2.306  -2.510
P  0.070  1.074  1.076
O  -1.675  1.197  -2.665
C  0.348  1.971  5.088
C  -1.302  -1.927  -4.024
C  1.741  0.426  3.218
C  -1.226  2.330  0.945
C  -1.124  0.525  -1.920
C  2.212  0.528  4.531
C  -0.130  1.892  3.781
C  1.287  -2.656  -3.182
C  1.509  1.298  5.481
C  1.519  1.839  0.273
C  -0.955  -4.002  -2.157
C  0.570  1.118  2.833
H  1.203  -3.509  -3.868
H  3.117  -0.017  4.834
H  -0.754  -4.611  -3.047
H  -2.352  -1.739  -3.767
H  -2.034  -3.986  -1.953
H  2.347  1.127  0.306
H  -2.060  2.051  1.596
H  1.789  2.769  0.795
H  -0.420  -4.406  -1.289
H  -0.856  3.304  1.290
H  -0.867  -1.041  -4.504
H  -1.231  -2.792  -4.697
H  1.983  -2.885  -2.367
H  1.878  1.377  6.514
H  1.284  2.057  -0.773
H  2.293  -0.210  2.504
H  -1.579  2.398  -0.091
H  -0.213  2.568  5.813
H  -1.038  2.437  3.511
H  1.641  -1.776  -3.733